Entry 1:
A molecular structure, C33H18BBr2F4KN8, computed with ωB97M-V with the def2-TZVPD basis set.

Calculated values
* ΔE to the lowest compared entry with this formula, charge and spin: 24.9 kcal/mol
* LUMO energy (alpha / beta): 3.594 / 3.843 eV
* total energy: -7879.1057 hartree
* total charge: -2
* HOMO level (alpha / beta): -1.475 / -1.367 eV
* Kohn-Sham gap (alpha / beta): 5.069 / 5.210 eV

Geometry as XYZ:
```
67
C33H18BBr2F4KN8 | OMol25 | ωB97M-V with the def2-TZVPD basis set
K 1.08164 0.42263 0.49817
C 1.07948 4.46060 -4.95386
C 1.44881 5.38001 -3.96727
C 1.31955 5.06951 -2.61901
C 0.82362 3.82030 -2.28170
C 0.51143 3.16425 -1.00178
N 0.05192 1.91105 -1.23372
C -0.00526 1.68692 -2.55770
N -0.37301 0.56829 -3.17036
C -0.64726 -0.57047 -2.52093
C -1.20362 -1.73237 -3.21931
C -1.57605 -1.95967 -4.53758
C -2.08240 -3.20920 -4.86730
C -2.21841 -4.21128 -3.89612
C -1.85169 -3.98051 -2.57792
C -1.34126 -2.73146 -2.24981
C -0.87506 -2.13689 -0.99404
N -0.89316 -2.84059 0.16037
C -0.75102 -2.26520 1.33696
N -0.66446 -0.94790 1.58768
C -0.49064 -0.74787 2.91893
N -0.25292 0.43583 3.43963
C -0.55274 1.48831 2.63115
N 0.36736 2.40507 2.26448
C -0.10542 2.98467 1.13025
N 0.67615 3.62825 0.23247
C -1.51163 2.61369 0.90831
C -2.48875 3.04159 0.01297
C -3.74818 2.48046 0.10510
C -4.03321 1.50133 1.07233
C -3.06332 1.08001 1.96037
C -1.79780 1.65317 1.87444
C -0.47345 -2.05275 3.61806
C -0.33326 -2.40810 4.94600
C -0.38687 -3.76196 5.26480
C -0.57979 -4.72271 4.27108
C -0.72032 -4.35817 2.93598
C -0.66878 -3.01224 2.62038
N -0.46021 -0.87220 -1.20649
C 0.44837 2.89823 -3.27097
C 0.57787 3.21054 -4.61544
H 1.19238 4.73111 -5.99716
H 1.84487 6.34525 -4.26040
H 1.60448 5.77604 -1.84900
H -1.46726 -1.17788 -5.27922
H -2.37625 -3.41866 -5.89003
H -2.61400 -5.17875 -4.18438
H -1.95570 -4.74724 -1.81922
H -2.26205 3.77721 -0.75092
H -4.52066 2.78534 -0.59137
H -5.02383 1.06308 1.10924
H -3.28041 0.31464 2.69693
H -0.17170 -1.64969 5.70255
H -0.26757 -4.07893 6.29424
H -0.61136 -5.77046 4.54799
H -0.85820 -5.09939 2.15860
H 0.29404 2.48746 -5.37067
Br 3.12181 -0.87121 4.76319
C 4.07933 0.40188 3.67793
Br 4.11438 2.16975 4.45868
H 3.60319 0.45285 2.70892
H 5.09329 0.05014 3.56659
F 5.99744 -1.34759 2.20963
B 5.65275 -1.15209 0.84496
F 5.88838 -2.33547 0.12821
F 6.41742 -0.09607 0.31572
F 4.26903 -0.81447 0.76037
```



Entry 2:
A molecular structure, C33H18Cl2CrN8O4, computed with ωB97M-V with the def2-TZVPD basis set.

Calculated values
* LUMO energy (alpha / beta): 4.194 / 3.647 eV
* 2S+1: 5
* total energy: -3972.2078 hartree
* total charge: -2
* HOMO level (alpha / beta): -0.037 / -0.970 eV
* Kohn-Sham gap (alpha / beta): 4.231 / 4.617 eV

Geometry as XYZ:
```
66
C33H18Cl2CrN8O4 | OMol25 | ωB97M-V with the def2-TZVPD basis set
Cr 0.02078 0.02438 0.00351
C -1.08668 -4.59966 -4.46777
C -2.17727 -4.90437 -3.65199
C -2.49405 -4.11633 -2.56251
C -1.67588 -3.03540 -2.27544
C -1.69024 -2.03361 -1.23732
N -0.59009 -1.23831 -1.36158
C 0.10831 -1.62332 -2.46432
N 1.19088 -1.05849 -2.95800
C 1.85024 -0.09752 -2.32903
C 3.00306 0.55732 -2.88376
C 3.58943 0.53544 -4.14175
C 4.66950 1.36177 -4.37669
C 5.17808 2.18674 -3.36492
C 4.59116 2.23540 -2.11555
C 3.48459 1.43165 -1.87386
C 2.58168 1.28839 -0.76229
N 2.73228 1.93446 0.38091
C 1.87007 1.87255 1.37815
N 0.63668 1.29802 1.37238
C 0.04349 1.49206 2.58010
N -1.19477 1.16775 2.90480
C -1.96320 0.41451 2.13672
N -1.59760 -0.28727 1.02694
C -2.67760 -0.99263 0.58181
N -2.69366 -1.87222 -0.40382
C -3.83352 -0.64996 1.36794
C -5.18970 -0.92752 1.25260
C -6.05863 -0.31043 2.13200
C -5.59575 0.55360 3.13134
C -4.25070 0.83162 3.26362
C -3.36882 0.23774 2.37194
C 0.94423 2.21312 3.44284
C 0.89213 2.58728 4.77874
C 1.98897 3.22823 5.32263
C 3.12058 3.51473 4.54978
C 3.18570 3.14255 3.22142
C 2.10326 2.47311 2.66780
N 1.60279 0.39562 -1.08467
C -0.54392 -2.75628 -3.07332
C -0.25957 -3.53033 -4.18719
H -0.89952 -5.21467 -5.33917
H -2.78541 -5.76663 -3.89331
H -3.34553 -4.33381 -1.93741
H 3.16779 -0.08639 -4.91766
H 5.12976 1.38300 -5.35760
H 6.03619 2.81171 -3.57824
H 4.96390 2.89328 -1.34234
H -5.55134 -1.59101 0.47862
H -7.12644 -0.47760 2.04607
H -6.31376 1.02511 3.79248
H -3.87993 1.50858 4.01916
H 0.02386 2.34829 5.37575
H 1.99035 3.50034 6.37208
H 3.96208 4.01983 5.01257
H 4.06204 3.33973 2.62176
H 0.57946 -3.28469 -4.82063
O 1.80806 -3.36169 2.21046
Cl 0.89038 -2.52352 1.50145
O 1.56299 -1.30045 1.17389
O -0.22669 -2.24391 2.32937
O 0.48382 -3.16876 0.30360
Cl -2.25224 1.23347 -1.96717
C -0.95782 1.69004 -0.85195
H -1.46218 2.29989 -0.09269
H -0.30606 2.35545 -1.43132
```



Entry 3:
A molecular structure, C33H20IMnN5O6, computed with ωB97M-V with the def2-TZVPD basis set.

Calculated values
* LUMO energy (alpha / beta): -9.499 / -8.872 eV
* 2S+1: 2
* total energy: -3442.9648 hartree
* total charge: +2
* HOMO level (alpha / beta): -12.978 / -12.999 eV
* Kohn-Sham gap (alpha / beta): 3.479 / 4.128 eV

Geometry as XYZ:
```
66
C33H20IMnN5O6 | OMol25 | ωB97M-V with the def2-TZVPD basis set
Mn -0.07257 -0.10316 0.09562
O 2.87348 -0.02421 -2.60883
C 1.91250 -0.29964 -1.96490
N 1.53520 0.38172 -0.74210
C 2.18855 1.37416 -0.21241
C 3.40277 1.98793 -0.66934
C 3.90817 2.99291 0.06858
C 3.28173 3.45704 1.29944
C 2.13287 2.93960 1.78355
C 1.52061 1.88856 1.04147
N 0.40378 1.25431 1.29793
C -0.47448 1.54452 2.39617
O -0.20346 2.26976 3.30283
C -1.76824 0.82500 2.23526
C -2.82241 1.09810 3.07677
C -4.01646 0.41330 2.88030
C -4.08860 -0.51874 1.86246
C -2.97752 -0.74017 1.05924
N -1.83821 -0.07529 1.23349
C 0.91836 -1.34882 -2.30854
C 1.11658 -2.16968 -3.39578
C 0.19924 -3.18757 -3.62454
C -0.85724 -3.34352 -2.74545
C -0.99059 -2.46592 -1.68003
N -0.12896 -1.47467 -1.47613
H 3.88319 1.64794 -1.57019
H 4.81719 3.47838 -0.26081
H 3.76362 4.25564 1.84879
H 1.68746 3.30037 2.69466
H -2.69700 1.83086 3.86183
H -4.87133 0.60771 3.51339
H -4.99439 -1.07720 1.67449
H -3.01390 -1.45203 0.25044
H 1.98290 -2.01428 -4.02338
H 0.31796 -3.85356 -4.46808
H -1.58461 -4.13205 -2.87396
H -1.80758 -2.56118 -0.98213
I 2.74489 -5.80971 6.04819
C 2.40972 -4.58263 4.40231
C 1.17722 -3.95315 4.25694
C 0.95642 -3.13604 3.16426
C 1.96359 -2.95261 2.21622
C 3.19480 -3.59111 2.36705
C 3.41986 -4.40352 3.46141
C 1.76580 -2.10352 1.03904
O 2.53298 -1.96727 0.11854
O 0.57985 -1.41332 1.03079
H 0.39998 -4.10490 4.99227
H -0.00024 -2.64610 3.04255
H 3.96445 -3.44326 1.62175
H 4.37271 -4.89829 3.58438
O -2.78460 -0.11227 -1.62337
C -2.13462 0.89037 -1.78508
N -0.93182 1.16594 -1.09037
C -0.46647 2.44030 -1.48180
O 0.55237 2.96536 -1.07532
C -1.42160 2.98818 -2.47092
C -1.41679 4.19344 -3.14121
C -2.46990 4.42938 -4.02192
C -3.47836 3.48791 -4.21059
C -3.47261 2.27434 -3.52558
C -2.42466 2.05089 -2.65862
H -0.63099 4.92111 -2.99122
H -2.50671 5.36148 -4.56899
H -4.28210 3.70456 -4.90099
H -4.25178 1.53834 -3.66983
```